No. 1
The following is a DFT calculation (ωB97M-V/def2-TZVPD) of a cluster of 2 separate species, C10H18NS in total at a distorted geometry.

Values from the calculation:
Maximum force = 0.07744 Eh/bohr
Orbital gap (alpha / beta) = 0.239 / 0.239 Eh
Total charge = +1
Spin multiplicity = 1
HOMO (alpha / beta) = -11.42 / -11.41 eV
Energy = -22974.822 eV

Last column: Mulliken charge in e.
Positions of all 30 atoms, in Å:
C 2.0069 0.2102 -0.0093  0.319
C 0.8631 0.2171 -0.3955  -0.367
C 3.7986 1.3662 1.0757  -0.997
C 3.3923 0.4491 0.1998  0.380
C 4.3034 -0.4376 -0.5916  -1.194
C -3.6345 0.2215 -0.0670  -0.841
C -1.8191 0.9391 1.3590  -0.877
C -1.8740 1.6253 -0.9455  -0.770
C -0.1047 -2.9530 -0.2079  -0.558
C -1.4240 -0.6479 -0.3938  -0.378
N -2.1876 0.5260 -0.0096  -0.111
S -1.3530 -2.0029 0.6806  0.117
H 4.8468 1.5108 1.2748  0.297
H 3.1132 1.9895 1.6248  0.293
H 4.3496 -1.4259 -0.1336  0.280
H 5.3071 -0.0229 -0.6195  0.402
H 3.9371 -0.5510 -1.6091  0.311
H -3.9099 -0.1068 -1.0675  0.378
H -3.8716 -0.5720 0.6414  0.404
H -4.2100 1.1104 0.1846  0.397
H -0.7452 1.1186 1.3916  0.303
H -2.3543 1.8432 1.6368  0.414
H -2.0655 0.1500 2.0656  0.477
H -0.7905 1.7623 -0.9769  0.326
H -2.2274 1.3863 -1.9470  0.399
H -2.3507 2.5458 -0.6133  0.402
H -0.4810 -3.2659 -1.1765  0.296
H 0.1331 -3.8173 0.4031  0.390
H 0.7677 -2.3077 -0.3225  0.041
H -1.4159 -0.8605 -1.4516  0.469

Force components x, y, z for each atom (eV/Å):
C 0.3 0.5 -0.1
C -3.8 -1.2 -0.2
C 0.1 -0.1 -0.1
C 0.3 -0.1 0.4
C 0.3 0.0 0.1
C -1.1 -0.4 0.0
C 0.4 0.3 1.1
C 0.4 1.0 -0.8
C -0.1 0.1 -0.2
C 3.0 -0.5 0.4
N 0.3 0.1 0.1
S 0.0 0.5 -0.3
H 0.2 0.1 -0.1
H -0.2 0.0 0.1
H 0.0 -0.1 -0.1
H 0.1 0.0 0.0
H 0.0 0.0 -0.1
H 0.1 0.0 0.0
H 0.1 0.1 0.0
H 0.2 0.1 0.0
H 0.0 0.0 -0.2
H -0.1 0.0 -0.2
H -0.1 0.0 -0.1
H -0.2 -0.1 0.1
H -0.1 -0.2 0.1
H -0.1 -0.2 0.1
H 0.0 -0.1 -0.1
H -0.1 -0.1 0.1
H 0.0 0.1 0.1
H 0.1 0.2 -0.2



No. 2
The following is a DFT calculation (ωB97M-V/def2-TZVPD) of the molecule C10H18OS at a distorted geometry.

Values from the calculation:
Maximum force = 0.10227 Eh/bohr
Orbital gap = 0.341 Eh
Total charge = 0
Spin multiplicity = 1
HOMO = -8.46 eV
Energy = -23541.283 eV

Last column: Mulliken charge in e.
Positions of all 30 atoms, in Å:
C -0.8442 1.1262 -0.2976  -0.804
C 0.2073 1.3600 0.4523  0.897
C 1.2972 0.3375 0.8022  -0.967
C -1.1784 -0.2184 -0.7987  -0.376
C 0.8164 -1.0625 0.7837  0.644
C 0.1791 -1.4654 -0.5650  -0.010
C 0.4911 2.7517 0.9258  -1.718
C 1.9620 -1.9974 1.2526  -1.694
C 1.1052 -1.5038 -1.6902  -1.360
C -3.7787 0.5959 -0.4469  -0.976
O -2.5415 -0.4809 1.5374  -0.593
S -2.7068 -0.7813 0.1463  0.456
H -1.3839 1.9622 -0.7397  0.403
H 1.9708 0.5339 -0.0500  0.241
H 1.9321 0.4098 1.6943  0.432
H -1.5039 -0.2829 -1.8056  0.650
H 0.0800 -1.2182 1.5842  0.279
H -0.3909 -2.4343 -0.4238  0.453
H -0.4357 3.2380 0.9591  0.494
H 1.1998 3.3601 0.2518  0.245
H 0.8418 2.8582 2.0119  0.311
H 2.3272 -1.6825 2.2557  0.435
H 2.9773 -1.8932 0.6829  0.308
H 1.6212 -3.1075 1.0582  0.327
H 0.7008 -2.2124 -2.4842  0.378
H 2.0441 -1.9595 -1.2056  0.288
H 1.1723 -0.4626 -2.1929  0.281
H -3.7940 1.2748 0.3897  0.302
H -4.8578 0.3523 -0.2537  0.349
H -3.5076 0.8074 -1.4661  0.326

Force components x, y, z for each atom (eV/Å):
C 0.3 -0.5 -1.5
C 2.0 0.5 2.0
C -0.4 0.8 -1.2
C 1.6 -2.6 1.9
C 0.2 -1.7 0.2
C -4.5 1.6 2.2
C 1.8 1.0 0.6
C 1.4 -1.2 -1.7
C 0.7 -0.2 -1.9
C -1.4 -1.6 1.3
O 0.6 0.3 3.2
S -0.4 -0.3 -3.3
H -0.2 0.0 0.5
H 0.4 -0.4 0.2
H -0.6 1.0 0.1
H -0.1 0.0 -1.2
H -0.2 0.4 -0.3
H 0.7 1.0 -0.2
H -1.3 1.2 -0.3
H -0.9 -1.0 1.0
H -0.1 -0.6 -1.6
H -0.9 -0.9 -0.2
H -1.9 0.0 0.4
H 0.8 2.0 1.1
H 0.7 0.9 0.8
H -0.8 1.0 -1.6
H 0.6 -1.7 0.9
H 1.4 1.3 -0.3
H 0.7 -0.8 -1.2
H -0.3 0.8 -0.1



No. 3
The following is a DFT calculation (ωB97M-V/def2-TZVPD) of a structure of composition C10H19BaClNO2 at a distorted geometry.

Values from the calculation:
Maximum force = 0.23403 Eh/bohr
Orbital gap = 0.266 Eh
Total charge = +1
Spin multiplicity = 1
HOMO = -11.64 eV
Energy = -29467.024 eV

Last column: Mulliken charge in e.
Positions of all 34 atoms, in Å:
C 2.1861 -1.5271 1.8820  -1.033
C 2.6431 -0.1713 1.1411  -0.465
C 2.1857 -0.1037 -0.3753  -0.783
C 1.4066 1.2661 -0.7533  -0.153
C 0.8074 1.2244 -2.2715  -1.053
N 0.5139 1.7932 0.2814  -0.067
C -0.8094 1.2193 0.4888  0.763
Cl -1.0889 1.2359 2.3219  -0.127
C -1.1045 -0.3018 0.0417  -0.514
C -2.4978 -0.8979 0.5860  -0.414
C -2.6804 -2.3521 -0.1220  -1.013
C -2.0547 2.1446 -0.0958  0.378
O -2.0043 2.8300 -1.2064  -0.754
O -3.1449 2.2428 0.6006  -0.601
H 3.0991 -2.1973 1.9856  0.319
H 1.8140 -1.3242 2.9318  0.244
H 1.4421 -2.0993 1.2519  0.265
H 2.3245 0.6999 1.7772  0.258
H 3.7808 -0.1721 1.1650  0.436
H 3.1397 -0.0990 -1.0008  0.456
H 1.5988 -1.0084 -0.7288  0.356
H 2.2634 2.0151 -0.8493  0.527
H 0.1192 2.1317 -2.5223  0.349
H 0.3641 0.1788 -2.5544  -0.027
H 1.7233 1.3410 -2.9429  0.488
H 0.9657 2.1897 1.1004  0.434
H -0.3194 -1.0182 0.4494  -0.115
H -1.1680 -0.4721 -1.1066  -0.419
H -2.4900 -1.0810 1.6912  0.420
H -3.3830 -0.2916 0.2255  0.286
H -1.6977 -2.6224 -0.6066  0.293
H -3.0030 -3.0889 0.6646  0.323
H -3.5166 -2.2849 -0.8928  0.265
Ba -1.4149 0.6009 -2.5570  1.677

Force components x, y, z for each atom (eV/Å):
C 0.8 0.1 -0.2
C 0.4 -0.9 0.4
C 0.4 0.6 -0.8
C 1.4 0.1 0.2
C 4.7 0.4 0.2
N -0.7 -0.9 -1.6
C -1.2 0.4 0.6
Cl 0.5 -0.2 -1.2
C -0.2 -1.2 1.4
C -0.2 -1.1 -1.6
C -0.3 1.1 0.3
C -4.8 2.4 2.2
O 2.1 -2.8 -0.3
O 4.4 -1.5 -1.9
H -1.2 0.7 -0.1
H 0.2 -0.3 -1.4
H 0.6 0.6 0.9
H 0.1 -0.8 -0.9
H -1.5 0.2 -0.1
H -1.3 -0.1 0.6
H 0.6 0.9 0.7
H -1.3 -0.7 0.2
H 1.7 -1.0 0.7
H 5.1 1.7 0.7
H -1.1 -0.2 0.9
H -0.3 -0.2 -0.4
H -0.7 1.1 -0.7
H 1.1 -2.0 5.3
H 0.1 0.8 -1.1
H 1.1 -0.3 1.1
H -1.1 -0.3 0.5
H 0.5 0.5 -1.1
H 1.2 -0.3 0.8
Ba -10.9 3.0 -4.2



No. 4
The following is a DFT calculation (ωB97M-V/def2-TZVPD) of a cluster of 2 separate species, C10H19BrOSi in total at a distorted geometry.

Values from the calculation:
Maximum force = 0.10106 Eh/bohr
Orbital gap (alpha / beta) = 0.183 / 0.183 Eh
Total charge = 0
Spin multiplicity = 1
HOMO (alpha / beta) = -7.49 / -7.49 eV
Energy = -90640.594 eV

Last column: Mulliken charge in e.
Positions of all 32 atoms, in Å:
C -2.9120 2.5068 0.4677  1.407
C -3.1836 1.3383 0.5411  -0.159
C -2.5564 3.9246 0.5926  -1.334
C 2.7973 -0.4156 -0.6621  -1.766
C 1.7211 0.4184 1.5003  -1.619
C 2.2085 -2.0249 1.1913  -1.620
C -0.0682 -2.6177 -1.4001  -1.201
C -0.2355 0.4106 -1.6157  -1.078
C -3.5096 0.0738 0.4292  -0.644
C 1.8226 -0.6722 0.4594  1.391
O -1.1995 -0.7853 0.6979  -0.695
Si -0.0741 -0.9978 -0.3638  0.587
Br -4.1486 -0.6967 -1.0764  0.045
H -3.3908 4.5582 0.6543  0.379
H -1.8923 4.0206 1.5544  0.274
H -1.9582 4.1330 -0.1982  0.375
H 2.6484 0.4338 -1.2603  0.369
H 3.8645 -0.3353 -0.1826  0.356
H 2.6706 -1.1724 -1.3381  0.462
H 0.8841 0.2229 2.2041  0.309
H 1.5473 1.4265 1.1880  0.360
H 2.6995 0.5103 2.1026  0.344
H 1.4243 -2.3079 1.8767  0.369
H 2.2757 -2.6923 0.3739  0.419
H 3.2610 -1.9366 1.6115  0.426
H 0.8410 -2.5641 -1.8352  0.430
H -0.4534 -3.5322 -0.9000  0.282
H -0.8421 -2.5605 -2.2584  0.303
H -1.2632 0.2849 -1.7236  0.273
H 0.1611 1.3305 -1.3430  0.352
H 0.1780 0.2104 -2.6460  0.299
H -3.3176 -0.4924 1.3585  0.303

Force components x, y, z for each atom (eV/Å):
C 0.0 1.7 0.7
C 0.2 2.6 -0.8
C 1.1 -2.4 3.9
C 1.9 0.9 3.1
C 0.8 -0.1 1.8
C 1.0 2.3 -0.8
C -5.1 0.6 0.7
C 1.8 -2.6 -1.9
C 1.9 -3.7 1.6
C -2.1 -1.1 0.5
O -2.3 0.3 1.5
Si 2.7 0.5 -0.8
Br -0.3 -0.2 -0.2
H -1.2 0.8 0.0
H -1.3 0.0 -1.7
H 1.8 1.1 -2.5
H -0.4 1.7 -0.3
H -1.5 -0.4 -1.2
H 0.5 -2.4 -1.7
H 0.6 -0.1 -0.2
H -0.2 0.7 -0.9
H -1.2 -0.4 -0.6
H 0.1 -0.2 0.5
H 0.0 -1.4 -0.6
H -1.3 -0.1 0.0
H 3.2 -0.9 -1.4
H 1.2 0.4 0.0
H 1.1 0.4 1.1
H -2.2 0.9 -0.3
H 0.1 1.9 0.9
H -0.2 -0.1 0.9
H -0.6 -0.4 -0.8



No. 5
The following is a DFT calculation (ωB97M-V/def2-TZVPD) of a structure of composition C10H19Cl4FO7S2 at a distorted geometry.

Values from the calculation:
Maximum force = 0.04562 Eh/bohr
Orbital gap = 0.391 Eh
Total charge = 0
Spin multiplicity = 1
HOMO = -10.51 eV
Energy = -99486.432 eV

Last column: Mulliken charge in e.
Positions of all 43 atoms, in Å:
C -1.9089 1.8601 0.4651  -1.228
S -0.1470 1.6006 0.3039  1.761
O 0.3488 2.4599 -0.7168  -0.642
O 0.4146 1.9186 1.5607  -0.769
C 0.3047 -0.1635 0.0035  -0.101
C 1.7868 -0.2028 -0.3825  -1.081
C 2.0866 -0.4083 -1.8576  -0.759
C 1.6426 0.6826 -2.7878  -0.367
F 2.3738 1.8185 -2.5922  -0.306
O 0.2611 -0.7470 1.3390  -0.328
S 0.1435 -2.3479 1.1907  1.268
O -0.8849 -2.8200 2.0051  -0.561
O 1.3940 -2.9131 1.4502  -0.612
O -0.1078 -2.3655 -0.3821  -0.377
C -0.6523 -1.0622 -0.7276  0.074
O -1.9597 -1.0501 -0.2584  -0.552
H -2.0979 2.8867 0.1738  0.293
H -2.4897 1.2011 -0.1595  0.419
H -2.1415 1.7606 1.5085  0.460
H 2.2630 -0.9918 0.1669  0.312
H 2.2401 0.7123 -0.0338  0.608
H 1.7324 -1.3623 -2.2209  0.423
H 3.1626 -0.4513 -1.9467  0.482
H 0.5767 0.8841 -2.7314  0.197
H 1.8421 0.3533 -3.8021  0.375
H -0.7315 -0.9679 -1.7966  0.580
H -2.0301 -0.5948 0.5955  0.412
Cl -1.2192 7.5783 -3.5965  -0.192
C -0.6355 6.8984 -2.0551  -0.478
C -0.6482 5.3933 -2.0544  -0.204
Cl -2.3096 4.7358 -2.0745  -0.209
H -1.2534 7.3015 -1.2572  0.336
H 0.3843 7.2521 -1.9167  0.323
H -0.1701 5.0180 -1.1517  0.121
H -0.1203 4.9874 -2.9124  0.317
Cl -1.8268 -7.3525 4.0089  -0.206
C -0.9038 -5.8649 3.6589  -0.275
C 0.5413 -6.1564 3.3454  -0.167
Cl 1.4574 -6.7454 4.7573  -0.202
H -1.0040 -5.1995 4.5118  0.345
H -1.3721 -5.3941 2.7977  0.134
H 1.0268 -5.2402 3.0120  0.009
H 0.6314 -6.9015 2.5595  0.367

Force components x, y, z for each atom (eV/Å):
C 0.2 -0.4 -0.3
S -0.3 1.8 0.4
O -0.2 -0.4 -2.0
O 0.5 -0.5 2.0
C 0.7 0.3 1.2
C -0.3 0.3 -1.0
C 0.3 0.4 0.2
C -0.2 -0.8 -0.7
F 0.1 0.6 0.3
O -1.0 -0.2 -0.2
S 1.3 0.5 0.3
O -2.3 -0.1 0.3
O 2.0 -0.7 -0.4
O -0.2 0.1 0.0
C -1.2 -0.8 0.2
O -0.1 0.8 -0.1
H 0.3 0.2 -0.2
H -0.2 0.0 -0.2
H -0.1 -0.3 0.5
H 0.0 -0.4 0.4
H 0.2 0.4 0.1
H -0.3 -0.4 0.0
H 0.4 -0.1 0.0
H -0.2 0.4 0.2
H 0.0 -0.1 -0.3
H 0.5 -0.2 -0.4
H 0.1 -0.5 -0.1
Cl 0.0 0.0 0.0
C 0.0 0.1 0.0
C 0.2 -0.1 0.1
Cl 0.0 0.0 0.0
H -0.1 0.0 0.0
H 0.0 0.0 0.0
H 0.0 0.0 0.0
H -0.1 0.0 0.0
Cl 0.0 0.0 0.0
C 0.0 0.0 0.0
C 0.1 0.2 -0.1
Cl -0.1 0.0 0.0
H 0.0 0.0 0.1
H 0.0 0.0 0.0
H 0.0 0.0 0.0
H 0.0 -0.1 0.0



No. 6
The following is a DFT calculation (ωB97M-V/def2-TZVPD) of a cluster of 2 separate species, C10H19F9O2PS in total at a distorted geometry.

Values from the calculation:
Maximum force = 0.02151 Eh/bohr
Orbital gap = 0.203 Eh
Total charge = -1
Spin multiplicity = 1
HOMO = -3.23 eV
Energy = -59350.671 eV

Last column: Mulliken charge in e.
Positions of all 42 atoms, in Å:
F -0.8697 4.4331 0.1142  -0.387
C -0.3607 3.1625 0.2930  0.957
F -0.8984 2.7070 1.4330  -0.269
C 1.1550 3.2427 0.2682  -1.034
C 1.8404 3.4745 1.6133  -0.626
C 3.1454 2.6837 1.7173  -1.038
C 3.0184 1.1607 1.8258  -1.160
P 2.0021 0.4929 3.3167  -0.188
C -0.9392 2.3723 -0.9197  0.508
F -2.2241 2.7698 -1.1374  -0.298
F -0.2086 2.6626 -2.0364  -0.280
S -1.0007 0.4899 -0.6913  1.406
F -2.1446 0.6682 0.3765  -0.303
F -2.0992 0.3820 -1.8526  -0.353
F 0.1263 0.2416 -1.7953  -0.344
F 0.0971 0.5319 0.4216  -0.185
F -1.1181 -1.0834 -0.5085  -0.323
H 1.3567 4.0910 -0.3762  0.437
H 1.5871 2.3802 -0.2271  0.461
H 2.1125 4.5241 1.6927  0.324
H 1.2210 3.2294 2.4671  0.478
H 3.7196 3.0531 2.5610  0.456
H 3.7347 2.9152 0.8223  0.351
H 2.6842 0.7449 0.8713  0.253
H 4.0309 0.7800 1.9758  0.569
H 0.7700 1.1007 2.7765  -0.309
H 1.6726 -0.7544 2.5701  -0.121
H 3.2107 -0.1435 3.8911  0.021
H 2.2775 1.7630 4.0499  -0.072
H 1.2241 -0.0056 4.4763  0.080
O -2.9086 -6.8383 -3.5971  -0.579
C -2.7889 -5.7718 -3.0705  0.487
O -3.6937 -5.2912 -2.1870  -0.371
C -3.3388 -3.9521 -1.7862  -0.415
C -1.8456 -3.8373 -2.0540  -0.186
C -1.6725 -4.7613 -3.2585  -0.491
H -3.9231 -3.2494 -2.3840  0.258
H -3.5964 -3.8215 -0.7386  0.311
H -1.5208 -2.8148 -2.2225  0.122
H -1.2871 -4.2312 -1.2044  0.268
H -1.8393 -4.2415 -4.2031  0.277
H -0.7082 -5.2597 -3.2833  0.309

Force components x, y, z for each atom (eV/Å):
F 0.0 0.0 0.1
C 0.3 0.3 -0.3
F 0.0 0.1 -0.1
C -0.1 0.1 0.2
C 0.4 -0.1 0.3
C 0.0 -0.3 -0.3
C 0.2 0.4 0.0
P -0.4 -0.2 0.2
C -0.5 0.3 -0.6
F 0.9 -0.3 0.0
F -0.7 -0.1 0.8
S 0.2 -0.2 -0.3
F -0.2 0.0 0.1
F 0.0 0.0 0.0
F 0.0 0.0 0.2
F -0.1 -0.2 -0.1
F 0.1 0.1 0.0
H 0.1 0.1 -0.3
H -0.1 -0.3 0.0
H -0.2 0.3 0.1
H -0.3 -0.1 0.0
H 0.0 0.1 0.2
H 0.2 0.2 -0.1
H -0.3 -0.2 0.0
H 0.1 -0.2 0.0
H -0.1 0.1 -0.1
H 0.1 0.0 -0.1
H 0.1 0.0 0.0
H 0.1 0.0 0.1
H 0.1 0.0 0.0
O -0.1 -0.1 0.0
C 0.1 0.1 -0.1
O 0.0 0.0 0.0
C 0.0 0.1 0.0
C 0.1 -0.1 -0.1
C -0.1 0.1 0.4
H 0.0 0.0 0.0
H -0.1 -0.1 0.0
H 0.0 0.0 0.0
H 0.0 0.0 0.0
H 0.0 0.0 -0.1
H 0.0 -0.1 -0.2



No. 7
The following is a DFT calculation (ωB97M-V/def2-TZVPD) of the molecule C10H19N2P at a distorted geometry.

Values from the calculation:
Maximum force = 0.10677 Eh/bohr
SMILES = CN[P@]1(C)=NC(C)=C(C)C(C)=C1C
Orbital gap = 0.285 Eh
Total charge = 0
Spin multiplicity = 1
HOMO = -6.86 eV
Energy = -22945.674 eV

Last column: Mulliken charge in e.
Positions of all 32 atoms, in Å:
C 1.5099 1.0058 -2.7319  -0.821
N 2.2701 0.4507 -1.6467  -0.330
P 1.3941 -0.2921 -0.3589  0.685
C 2.7992 -1.0241 0.7128  -1.409
N 0.4739 -1.5015 -0.8215  -0.788
C -0.6905 -1.7265 -0.2116  0.651
C -1.2820 -3.0614 -0.4721  -1.694
C -1.3695 -0.7849 0.5635  0.896
C -2.6828 -1.0717 1.1636  -1.915
C -0.8170 0.5423 0.7812  1.283
C -1.7246 1.7581 1.1516  -1.826
C 0.4626 0.9158 0.5381  -0.112
C 1.0805 2.2362 0.9611  -1.634
H 1.0676 1.9367 -2.3058  0.201
H 2.1626 1.2490 -3.6221  0.324
H 0.7613 0.2277 -2.9682  0.333
H 2.9494 -0.1531 -1.9386  0.279
H 3.4708 -1.7632 0.3640  0.400
H 3.3892 -0.1453 0.7980  0.421
H 2.1933 -1.3579 1.5051  0.362
H -2.3465 -3.1682 -0.7363  0.375
H -1.1782 -3.7460 0.2975  0.386
H -0.8464 -3.4920 -1.2678  0.543
H -3.4822 -0.5520 0.6562  0.333
H -2.6197 -0.7090 2.2410  0.358
H -3.0489 -2.1859 1.3350  0.301
H -1.5876 2.0396 2.2427  0.313
H -2.7829 1.4429 0.9464  0.306
H -1.5764 2.5763 0.5846  0.587
H 1.9916 2.3149 0.3847  0.439
H 1.2798 2.1244 2.0437  0.314
H 0.4410 3.0902 0.8525  0.439

Force components x, y, z for each atom (eV/Å):
C -0.5 0.4 -0.3
N -1.4 0.9 2.7
P 2.0 -0.4 0.0
C -1.5 1.8 -2.3
N 0.4 0.1 -0.2
C -1.2 1.1 0.6
C -2.5 1.1 0.3
C 1.1 -0.1 -0.6
C -1.2 -1.7 2.8
C -1.1 0.8 -0.5
C -1.6 -4.3 3.0
C 1.1 -0.6 -0.8
C 0.0 -1.5 0.5
H -0.1 -0.6 -0.9
H -0.8 -0.3 1.1
H -0.2 0.9 -0.6
H 2.3 -1.9 -0.9
H 0.1 -1.1 -0.9
H 0.6 0.9 1.3
H -0.1 -0.2 1.6
H 0.0 0.9 0.3
H 0.5 -1.2 2.0
H 2.1 -1.3 -2.9
H -0.5 0.1 0.0
H -0.6 -0.2 -1.2
H 1.2 2.1 -0.9
H -0.4 -0.3 -1.2
H 0.8 0.4 0.7
H 1.0 2.6 -2.0
H 0.4 0.6 0.2
H 0.3 0.4 -0.4
H -0.2 0.4 -0.4



Which value of total charge does entry 2 give? 0



Which of these has the lowest energy? C10H19Cl4FO7S2